1.
ORCA calculation (wB97M-V/def2-TZVPD) on 20 unconnected molecules or ions with the total composition C15H67BN3O27P at a distorted geometry.

Each line ends with the Löwdin charge.
Geometry (Å):
1 C 5.905 0.270 -1.155  -0.0888
2 C 4.790 -0.637 -0.363  -0.2067
3 O 3.625 0.222 -0.111  -0.0545
4 B 2.525 -0.041 -1.083  -0.4040
5 O 2.985 -0.370 -2.479  0.0131
6 C 0.898 0.070 -0.687  -0.1385
7 C 0.751 -1.187 0.345  -0.0484
8 C 0.083 -2.551 -0.311  -0.2807
9 C -1.456 -2.953 0.169  -0.0624
10 N 0.708 -3.404 -1.188  0.0947
11 C -0.116 -0.345 -1.905  -0.2391
12 O 0.065 -0.937 -3.086  0.0171
13 N -1.434 0.200 -1.394  0.0256
14 C -1.077 1.660 -1.043  -0.2175
15 C -1.171 2.363 -2.517  -0.2046
16 N -1.371 3.893 -2.461  -0.0313
17 C 0.338 1.578 -0.225  -0.2348
18 C 0.309 1.793 1.433  -0.1015
19 C -1.183 1.710 2.091  -0.1713
20 O -1.936 0.479 1.822  -0.1449
21 C -3.289 0.504 2.399  -0.2300
22 O -3.431 0.357 3.727  -0.0161
23 C -4.586 0.654 1.381  -0.1129
24 C -4.799 -0.621 0.370  -0.1236
25 P 1.456 3.104 -0.694  0.7924
26 O 2.817 3.137 0.170  -0.3642
27 O 1.938 3.145 -2.357  -0.1936
28 O 0.642 4.625 -0.267  -0.2246
29 H 6.403 -0.252 -2.077  0.0361
30 H 6.779 0.509 -0.379  0.0955
31 H 5.442 1.337 -1.426  0.1162
32 H 5.255 -0.884 0.709  0.1436
33 H 4.552 -1.673 -0.852  0.1165
34 H 3.062 -1.388 -2.515  0.1246
35 H 0.165 -0.978 1.333  0.1180
36 H 1.848 -1.513 0.682  0.1472
37 H -1.617 -2.433 1.229  0.0864
38 H -1.531 -4.110 0.334  0.0904
39 H -2.279 -2.502 -0.534  0.0781
40 H -0.023 -4.152 -1.383  0.0632
41 H -1.939 -0.336 -0.656  0.0801
42 H -2.054 2.040 -0.524  0.1499
43 H -0.321 2.076 -3.269  0.1136
44 H -2.180 1.959 -3.010  0.1205
45 H -1.659 4.122 -1.464  0.0272
46 H -2.212 4.096 -3.080  0.0430
47 H 0.728 2.879 1.703  0.1277
48 H 1.048 1.045 1.990  0.1502
49 H -1.071 1.861 3.253  0.1461
50 H -1.863 2.612 1.707  0.1442
51 H -4.474 1.615 0.689  0.1302
52 H -5.541 0.727 2.085  0.1361
53 H -4.641 -1.672 0.870  0.0806
54 H -4.162 -0.576 -0.620  0.0587
55 H -5.941 -0.601 0.022  0.0951
56 H 1.803 2.280 -2.840  0.0754
57 H 1.218 5.311 -0.755  0.1042
58 O -3.435 -0.566 6.726  -0.0577
59 H -3.490 -0.227 5.820  0.0009
60 H -2.497 -0.785 6.837  0.0431
61 O 8.205 -1.744 -0.884  -0.0716
62 H 8.727 -2.194 -1.565  0.0071
63 H 8.745 -1.825 -0.083  0.0457
64 O -4.095 -0.173 -3.741  -0.0763
65 H -3.573 -0.623 -4.422  0.0421
66 H -3.555 -0.254 -2.940  -0.0085
67 O -3.950 2.648 7.471  -0.0722
68 H -3.843 1.738 7.157  -0.0012
69 H -4.330 3.115 6.711  0.0147
70 O -1.760 -2.670 9.026  -0.0628
71 H -1.619 -2.089 9.789  0.0426
72 H -2.444 -2.218 8.510  0.0125
73 O 8.540 -3.967 -2.540  -0.0671
74 H 8.525 -4.187 -3.484  0.0412
75 H 7.712 -4.337 -2.200  0.0407
76 O 5.529 -1.303 -3.828  -0.0479
77 H 4.685 -0.853 -3.983  0.0638
78 H 5.563 -1.982 -4.518  0.0429
79 O -3.260 4.922 -0.361  -0.0653
80 H -3.119 5.504 0.402  0.0534
81 H -3.944 5.375 -0.877  0.0526
82 O -5.539 5.398 6.401  -0.0720
83 H -4.803 5.868 6.820  0.0445
84 H -6.280 5.534 7.010  0.0019
85 O -6.943 -2.678 0.765  -0.0768
86 H -7.391 -3.290 0.161  0.0554
87 H -6.907 -3.162 1.604  0.0063
88 O 6.116 -4.611 -4.019  -0.0484
89 H 5.811 -3.758 -3.673  0.0195
90 H 5.800 -4.618 -4.934  0.0549
91 O -7.121 -5.219 1.968  -0.0535
92 H -6.530 -5.747 1.411  0.0573
93 H -7.322 -5.802 2.715  0.0588
94 O -8.039 4.708 7.793  -0.0572
95 H -7.638 3.840 7.952  0.0545
96 H -8.896 4.500 7.391  0.0536
97 O -4.014 3.726 -4.213  -0.0607
98 H -4.030 3.506 -5.157  0.0538
99 H -4.843 3.356 -3.873  0.0504
100 O 3.775 -4.576 -0.269  -0.0766
101 H 2.930 -4.127 -0.424  -0.0142
102 H 3.809 -5.255 -0.960  0.0359
103 O -8.250 -1.440 3.459  -0.0584
104 H -7.727 -1.890 2.778  -0.0058
105 H -7.710 -1.522 4.260  0.0414
106 O 8.006 -1.356 -5.544  -0.0550
107 H 8.743 -0.887 -5.125  0.0528
108 H 7.265 -1.221 -4.934  -0.0039
109 O 10.386 -0.633 -7.200  -0.0658
110 H 10.370 -0.853 -8.143  0.0412
111 H 9.557 -1.003 -6.860  -0.0094
112 O 7.201 1.499 -3.691  -0.0621
113 H 7.368 1.642 -4.635  0.0422
114 H 6.744 0.645 -3.661  -0.0245

## Properties
2S+1: 1
orbital gap: 8.6 eV
lowest unoccupied orbital energy: -0.29 eV
HOMO: -8.926 eV

***

2.
ORCA calculation (wB97M-V/def2-TZVPD) on a molecular structure, C15H8AsF9N3O4S6Sm at a distorted geometry.

Each line ends with the Mulliken spin population.
Geometry (Å):
1 Sm 0.270 -0.477 -1.128  5.0813
2 C -1.215 3.974 -2.793  -0.0001
3 C -0.671 2.672 -2.681  -0.0004
4 N -0.343 2.135 -1.503  0.0004
5 C -1.042 2.565 -0.404  -0.0022
6 C -1.738 3.826 -0.481  -0.0027
7 C -1.703 4.611 -1.700  0.0004
8 C -2.174 4.491 0.702  0.0001
9 C -1.917 3.873 1.959  -0.0002
10 C -1.347 2.587 2.057  -0.0016
11 C -0.924 2.114 3.377  -0.0002
12 C -0.304 0.857 3.461  0.0001
13 C 0.096 0.275 2.266  0.0037
14 N -0.162 0.784 0.993  0.0018
15 C -0.884 1.871 0.855  -0.0098
16 H -1.213 4.478 -3.769  0.0000
17 H -0.264 2.198 -3.549  -0.0007
18 H -1.978 5.685 -1.700  0.0000
19 H -2.763 5.348 0.503  0.0000
20 H -2.164 4.421 2.873  -0.0001
21 H -1.166 2.796 4.166  0.0000
22 H -0.292 0.287 4.370  0.0001
23 H 0.578 -0.696 2.218  -0.0050
24 S -2.947 1.642 -3.556  -0.0008
25 As -2.258 -0.372 -3.087  0.0013
26 S -0.194 -0.741 -3.756  -0.0237
27 S -2.265 -0.609 -0.824  -0.0389
28 S -3.499 -1.849 -4.200  -0.0013
29 F 3.354 -0.700 2.316  0.0001
30 C 3.321 -1.883 1.724  0.0000
31 F 2.046 -2.405 1.991  -0.0003
32 F 4.320 -2.635 2.118  0.0000
33 S 3.619 -1.511 -0.207  -0.0002
34 O 2.717 -0.358 -0.432  0.0019
35 O 5.028 -1.284 -0.266  -0.0004
36 N 3.395 -2.731 -1.192  0.0005
37 S 2.148 -3.285 -1.951  0.0000
38 O 2.343 -3.726 -3.280  -0.0006
39 O 0.887 -2.564 -1.662  -0.0027
40 C 2.024 -4.902 -1.030  -0.0002
41 F 2.161 -4.877 0.320  0.0000
42 F 3.052 -5.685 -1.418  0.0000
43 F 0.915 -5.590 -1.301  0.0000
44 F -0.898 -2.860 1.862  0.0003
45 C -1.960 -3.607 2.164  0.0000
46 F -2.365 -3.221 3.394  0.0001
47 F -1.622 -4.923 2.181  0.0000

## Properties
2S+1: 6
orbital gap (spin up / spin down): 3.1 / 3.2 eV
lowest unoccupied orbital energy (spin up / spin down): 3.36 / 3.37 eV
charge: -2
<S²>: 8.7639
HOMO (spin up / spin down): 0.211 / 0.212 eV

***

3.
ORCA calculation (wB97M-V/def2-TZVPD) on a molecular structure, C15H8Cl2O2SeV at a distorted geometry.

Each line ends with the Löwdin charge.
Geometry (Å):
1 V -1.664 0.855 -0.286  0.3395
2 Cl -4.456 -3.443 4.332  0.6222
3 C -3.677 -2.166 3.439  -0.6875
4 C -3.063 -1.129 4.155  -0.1618
5 C -2.441 -0.137 3.444  -0.5888
6 Cl -1.677 1.169 4.295  0.6942
7 C -2.372 -0.112 2.033  -0.3368
8 O -1.714 0.853 1.424  -0.2195
9 C -3.023 -1.185 1.318  -0.1540
10 C -3.045 -1.305 -0.089  -0.1999
11 O -2.453 -0.513 -0.944  -0.2203
12 C -3.668 -2.199 2.078  -0.0867
13 H -3.077 -1.109 5.234  0.0932
14 H -3.597 -2.143 -0.508  0.1127
15 H -4.150 -3.015 1.557  0.1070
16 Se -2.635 2.708 -1.130  0.0794
17 C 0.132 0.994 -0.994  -0.1257
18 C 1.259 0.990 -1.460  -0.1122
19 C 2.589 0.989 -1.971  -0.2590
20 C 3.642 1.494 -1.196  -0.0416
21 C 4.939 1.492 -1.677  -0.1019
22 C 5.219 0.989 -2.941  -0.1140
23 C 4.183 0.488 -3.719  -0.1031
24 C 2.883 0.486 -3.243  -0.0422
25 H 3.417 1.885 -0.212  0.1131
26 H 5.742 1.884 -1.065  0.0953
27 H 6.234 0.990 -3.317  0.0911
28 H 4.398 0.095 -4.706  0.0949
29 H 2.077 0.097 -3.851  0.1124

## Properties
2S+1: 1
orbital gap (spin up / spin down): 5.8 / 5.9 eV
lowest unoccupied orbital energy (spin up / spin down): 2.48 / 2.55 eV
charge: -1
HOMO (spin up / spin down): -3.340 / -3.325 eV

***

4.
ORCA calculation (wB97M-V/def2-TZVPD) on a molecular structure, C15H8Cl4IrN3O10S4 at a distorted geometry.

Each line ends with the Mulliken spin population.
Geometry (Å):
1 Ir 1.324 -0.926 0.331  0.9900
2 Cl 3.634 2.923 -5.047  0.0003
3 C 3.472 1.844 -3.722  -0.0015
4 C 4.569 1.060 -3.327  -0.0021
5 Cl 6.039 1.175 -4.200  -0.0003
6 C 4.459 0.198 -2.251  -0.0070
7 Cl 5.807 -0.731 -1.736  0.0001
8 C 3.245 0.062 -1.545  -0.0081
9 O 3.132 -0.694 -0.524  -0.0283
10 C 2.075 0.818 -1.995  0.0058
11 O 0.968 0.638 -1.423  0.1211
12 C 2.266 1.738 -3.058  0.0267
13 Cl 0.915 2.690 -3.520  0.0000
14 S 3.054 -3.961 3.662  -0.0717
15 C 2.526 -2.913 2.475  0.0322
16 S 2.094 -3.459 0.923  -0.1101
17 S 2.356 -1.235 2.738  -0.0865
18 O -6.458 -1.185 -0.566  0.0000
19 N -5.507 -1.571 -1.221  0.0000
20 O -5.606 -2.062 -2.329  -0.0001
21 C -4.204 -1.435 -0.650  -0.0011
22 C -3.088 -1.812 -1.377  -0.0022
23 C -1.806 -1.721 -0.822  -0.0116
24 C -1.621 -1.253 0.534  0.0167
25 O -0.504 -1.170 1.135  -0.0152
26 C -2.807 -0.809 1.203  0.0019
27 C -4.071 -0.917 0.636  0.0007
28 N -2.705 -0.199 2.475  -0.0008
29 O -1.724 -0.410 3.181  0.0001
30 O -3.606 0.570 2.801  -0.0006
31 N -0.748 -2.087 -1.634  0.0082
32 O -0.938 -2.307 -2.835  0.0292
33 O 0.429 -2.253 -1.160  0.0418
34 H -3.192 -2.197 -2.380  0.0007
35 H -4.936 -0.607 1.200  0.0000
36 C -0.369 3.232 1.380  0.0039
37 S -0.073 1.493 1.925  0.0147
38 C 0.353 1.877 3.659  0.0002
39 O 1.254 1.164 1.319  0.0508
40 H 0.448 3.879 1.678  -0.0001
41 H -1.310 3.554 1.815  0.0010
42 H -0.446 3.218 0.297  0.0003
43 H -0.529 2.258 4.158  0.0005
44 H 1.174 2.585 3.687  0.0000
45 H 0.654 0.937 4.111  0.0004

## Properties
2S+1: 2
orbital gap (spin up / spin down): 4.0 / 4.0 eV
lowest unoccupied orbital energy (spin up / spin down): -0.24 / -0.16 eV
charge: -1
<S²>: 0.8457
HOMO (spin up / spin down): -4.195 / -4.200 eV

***

In the order shown, the computed energy relative to the best compared isomer or geometry (same formula, charge and spin) values come out to 249.12; 71.60; 0.00; 80.84 kcal per mole.